Arrangement i

8
Properties=species:S:1:pos:R:3:nbo_charge:R:1 method="wB97M-V/def2-TZVPD" e_homo_ev=-9.87 gap_ev=10.476 smiles="O=C=O.N#N.S" total_charge=0
O 1.60 0.63 1.75 -0.5118
C 1.87 1.31 0.87 1.0259
O 2.09 2.08 0.03 -0.5190
N 2.09 -1.68 -0.53 0.0445
N 2.00 -0.57 -0.48 -0.0396
S -2.73 -0.84 -0.38 -0.2972
H -2.91 0.42 -0.65 0.1361
H -4.00 -1.36 -0.60 0.1612


Arrangement ii

8
Properties=species:S:1:pos:R:3:nbo_charge:R:1 method="wB97M-V/def2-TZVPD" e_homo_ev="-8.33 / -8.38" gap_ev="6.477 / 6.601" total_charge=0
C 0.53 -0.19 0.39 0.7959
N -1.20 -0.34 1.92 -0.2296
N -0.16 0.16 1.38 -0.1890
O 1.61 -0.40 0.02 -0.4566
O -0.21 0.63 -1.06 -0.8191
S 0.79 0.39 -2.15 0.5182
H -1.43 0.27 2.67 0.3289
H 0.07 -0.52 -3.16 0.0513


Compare the structures above. Which one is the most stable? arrangement i is.